{
  "formula": "C5H9NOS",
  "method": "ωB97M-V/def2-TZVPD",
  "symbols": ["C", "C", "C", "C", "N", "C", "O", "S", "H", "H", "H", "H", "H", "H", "H", "H", "H"],
  "positions_angstrom": [[0.86411, 0.05388, -2.08333], [-0.36884, 0.20028, -1.51234], [-1.52484, 0.68579, -2.30163], [-0.63956, -0.24306, -0.06471], [-1.78293, 0.43822, 0.49172], [0.54052, -0.07806, 0.91385], [1.14160, 1.08887, 0.75403], [1.05489, -1.23074, 1.91472], [1.71554, -0.34705, -1.52969], [1.00557, 0.42237, -3.09100], [-2.26563, -0.11931, -2.31044], [-1.24435, 0.94953, -3.33221], [-1.96540, 1.56394, -1.79357], [-0.96880, -1.32342, -0.12477], [-2.10816, 0.02623, 1.42747], [-1.52851, 1.36975, 0.72517], [0.60096, 1.65830, 0.20822]],
  "lowdin_charge": [0.07, -0.33, -0.08, -0.40, 0.04, -0.90, 0.02, 0.74, 0.07, 0.06, 0.09, 0.08, 0.08, 0.16, 0.13, 0.06, 0.10],
  "gap_ev": 9.22,
  "e_homo_ha": -0.32092,
  "e_lumo_ha": 0.018,
  "smiles": "C=C(C)[C@H](N)C(O)=S",
  "de_lowest_kcal_mol": 41.1,
  "total_energy_ev": -19702.5199,
  "fmax_ev_per_a": 2.6
}